(1)
The following is a DFT calculation (ωB97M-V/def2-TZVPD) of a 15-piece molecular cluster, C23H76N2O15 overall.

```
! wB97M-V def2-TZVPD RIJCOSX def2/J DEFGRID3
* xyz 0 1
C -3.88 -1.08 -3.01
C -3.22 -1.63 -1.71
O -1.82 -1.71 -1.82
H -4.93 -0.97 -2.86
H -3.80 -1.79 -3.80
H -3.55 -0.12 -3.40
H -3.74 -2.52 -1.39
H -3.44 -1.01 -0.85
H -1.58 -2.46 -2.34
C -0.89 -0.57 -4.91
C 0.37 -0.51 -4.00
O 1.23 0.51 -4.51
H -1.49 -1.49 -4.72
H -0.61 -0.53 -5.94
H -1.63 0.22 -4.67
H 0.94 -1.42 -4.01
H 0.07 -0.30 -2.93
H 1.78 0.75 -3.77
C 4.78 1.29 -0.13
C 4.03 0.39 0.88
O 4.36 -0.98 0.75
H 4.48 1.06 -1.13
H 5.84 1.12 0.00
H 4.64 2.36 0.06
H 3.04 0.50 0.55
H 4.20 0.77 1.88
H 5.26 -1.16 1.05
C 3.30 -3.51 3.30
C 2.26 -2.46 2.96
O 1.34 -2.69 4.00
H 3.46 -3.51 4.39
H 4.27 -3.37 2.89
H 3.07 -4.57 3.09
H 1.91 -2.60 1.95
H 2.63 -1.44 3.00
H 0.63 -2.07 3.91
C 1.17 0.86 3.87
C -0.39 0.84 3.64
O -0.80 -0.53 3.51
H 1.40 1.90 4.14
H 1.77 0.62 3.00
H 1.52 0.19 4.60
H -0.80 1.40 2.80
H -0.78 1.19 4.59
H -1.16 -0.64 2.61
C -4.74 -2.50 1.47
C -4.02 -1.45 2.39
O -2.97 -0.85 1.67
H -5.44 -3.02 2.12
H -4.04 -3.31 1.25
H -5.34 -2.20 0.62
H -3.82 -2.03 3.31
H -4.77 -0.75 2.59
H -2.64 -1.49 1.06
C 3.81 3.24 2.87
C 2.68 3.36 1.78
O 2.90 4.48 0.94
H 3.77 2.34 3.43
H 3.70 4.05 3.57
H 4.73 3.29 2.35
H 1.79 3.57 2.39
H 2.48 2.48 1.13
H 2.34 4.42 0.17
C -4.67 1.58 -1.40
C -5.38 0.93 -0.19
O -4.57 1.17 0.95
H -5.24 1.36 -2.32
H -3.65 1.16 -1.43
H -4.69 2.67 -1.18
H -5.52 -0.10 -0.34
H -6.35 1.33 -0.11
H -4.07 0.40 1.12
C 2.12 2.90 -1.75
O 3.32 2.95 -2.40
N 1.51 3.95 -1.24
N 1.59 1.79 -1.48
H 1.89 4.83 -1.51
H 0.57 3.93 -0.80
H 2.19 1.02 -1.73
H 0.74 1.56 -0.95
C 3.93 -0.42 -3.01
O 2.74 -0.59 -2.22
H 3.94 -0.87 -3.95
H 4.79 -0.84 -2.45
H 4.08 0.65 -3.13
H 2.82 -1.48 -1.97
C -1.12 -3.81 2.17
O -1.47 -3.15 0.95
H -0.12 -4.16 2.14
H -1.73 -4.69 2.31
H -1.23 -3.13 2.99
H -1.86 -3.73 0.30
C 0.28 -0.35 0.19
O -0.92 0.35 -0.12
H 0.87 0.10 0.97
H 0.83 -0.67 -0.63
H -0.01 -1.32 0.61
H -1.39 -0.20 -0.72
C 1.23 -3.59 -0.80
O 2.41 -2.78 -0.91
H 1.14 -3.87 0.27
H 1.28 -4.53 -1.32
H 0.26 -3.12 -1.09
H 3.19 -3.27 -0.68
C -1.47 2.18 -2.94
O -2.39 3.19 -2.99
H -1.81 1.19 -2.75
H -0.82 2.44 -2.15
H -0.95 2.04 -3.86
H -1.86 4.03 -2.92
C -1.98 3.40 0.63
O -0.59 3.14 0.74
H -2.54 2.66 1.16
H -2.28 3.24 -0.39
H -2.25 4.38 1.02
H -0.53 2.18 0.66
*
```

Summary:
Energy above the lowest of the compared OMol25 structures with the same formula, charge and spin = 0.000 eV
Frontier orbital gap = 8.738 eV
E = -2159.76787 Ha

---

(2)
The following is a DFT calculation (ωB97M-V/def2-TZVPD) of C23H76N30O31S4 as an isolated structure.

```
! wB97M-V def2-TZVPD RIJCOSX def2/J DEFGRID3
* xyz 0 1
C -1.86 1.12 -4.86
O -3.02 0.79 -4.78
N -0.87 0.21 -5.31
N -1.45 2.29 -4.33
H -1.24 -0.57 -5.81
H 0.03 0.52 -5.66
H -2.24 2.85 -4.01
H -0.59 2.68 -4.52
C -2.34 1.71 3.53
O -2.46 0.84 4.50
N -1.14 2.47 3.39
N -3.30 2.07 2.75
H -0.29 2.23 3.90
H -0.98 2.76 2.46
H -4.15 1.54 2.61
H -3.08 2.73 2.06
C -5.79 -0.45 0.47
O -6.00 0.05 -0.66
N -4.54 -0.97 0.80
N -6.82 -0.61 1.38
H -4.31 -1.25 1.76
H -3.84 -0.78 0.09
H -6.73 -0.89 2.32
H -7.59 0.03 1.28
C -4.42 2.57 -2.24
O -3.79 3.49 -2.80
N -5.66 2.89 -1.58
N -4.17 1.28 -2.28
H -6.10 3.80 -1.53
H -6.22 2.22 -1.05
H -4.87 0.71 -1.81
H -3.48 1.00 -2.94
C 2.70 8.25 1.22
O 2.28 8.21 0.07
N 2.67 9.56 1.90
N 3.09 7.11 1.84
H 3.03 9.75 2.82
H 2.86 10.34 1.28
H 3.05 6.90 2.84
H 2.76 6.29 1.30
C 2.52 5.16 -1.89
O 2.52 3.98 -2.34
N 1.32 5.90 -1.88
N 3.56 5.74 -1.32
H 1.31 6.71 -1.30
H 0.54 5.30 -1.72
H 3.64 6.65 -0.87
H 4.42 5.21 -1.44
C -3.69 -3.03 -3.27
O -2.63 -3.45 -2.72
N -3.64 -2.66 -4.60
N -4.89 -3.04 -2.58
H -2.82 -3.06 -5.03
H -4.26 -1.99 -5.06
H -4.92 -3.44 -1.69
H -5.77 -2.81 -3.03
C -5.49 -1.59 4.88
O -5.50 -1.73 3.67
N -6.33 -2.40 5.61
N -4.78 -0.61 5.61
H -6.43 -2.29 6.63
H -6.90 -3.11 5.19
H -4.66 -0.83 6.57
H -3.87 -0.34 5.24
C 0.38 -2.52 -5.47
O -0.45 -2.24 -6.34
N 0.01 -3.18 -4.33
N 1.65 -2.38 -5.71
H -0.96 -3.04 -4.15
H 0.70 -3.23 -3.58
H 2.37 -2.58 -5.05
H 1.86 -1.75 -6.43
C 2.94 -4.17 -1.76
O 2.41 -3.66 -2.75
N 4.12 -4.79 -1.77
N 2.38 -4.02 -0.50
H 4.13 -5.58 -1.14
H 4.53 -4.99 -2.66
H 1.63 -3.35 -0.41
H 2.69 -4.50 0.38
C 3.21 1.38 -4.60
O 3.00 0.36 -5.32
N 3.61 1.32 -3.30
N 3.12 2.69 -4.99
H 3.22 2.06 -2.74
H 4.02 0.48 -2.91
H 3.19 3.49 -4.38
H 2.89 2.87 -5.96
C -1.89 5.17 -0.25
O -2.30 4.31 0.50
N -1.12 6.28 0.26
N -1.76 5.00 -1.60
H -1.22 7.10 -0.32
H -1.33 6.47 1.25
H -1.52 5.80 -2.17
H -2.45 4.36 -2.04
C 1.78 3.62 1.67
O 1.60 4.61 2.36
N 0.88 3.26 0.75
N 2.87 2.89 1.66
H 1.37 2.84 0.02
H 0.16 3.95 0.57
H 2.94 2.17 0.92
H 3.53 2.88 2.39
C 1.92 -5.03 2.91
O 2.80 -4.89 2.06
N 0.65 -5.55 2.66
N 2.04 -4.63 4.25
H 0.12 -5.56 3.45
H 0.37 -6.22 1.95
H 1.35 -4.83 4.94
H 2.81 -4.11 4.61
C -1.21 -2.39 5.08
O -0.92 -3.45 5.61
N -1.04 -1.25 5.77
N -1.98 -2.36 3.85
H -1.51 -0.43 5.53
H -0.79 -1.57 6.71
H -1.87 -3.18 3.25
H -2.15 -1.44 3.45
C -1.01 -6.29 -1.53
C 0.33 -6.77 -1.00
O 0.04 -8.10 -0.50
S -1.46 -8.06 -0.04
O -1.59 -7.18 1.14
O -2.12 -9.31 0.03
O -1.99 -7.30 -1.34
H -1.05 -6.17 -2.60
H -1.31 -5.39 -0.98
H 0.82 -6.10 -0.33
H 1.05 -7.02 -1.82
C 1.78 -1.07 2.85
C 3.04 -1.33 2.02
O 4.04 -1.67 3.04
S 3.84 -0.77 4.30
O 4.61 0.43 4.18
O 3.98 -1.52 5.51
O 2.28 -0.43 4.04
H 1.18 -1.95 3.21
H 1.08 -0.37 2.36
H 3.35 -0.48 1.50
H 2.91 -2.18 1.28
C 6.76 0.18 1.40
C 7.12 -0.32 0.00
O 6.64 0.72 -0.96
S 5.53 1.59 -0.28
O 4.27 0.91 -0.35
O 5.57 2.93 -0.78
O 6.08 1.46 1.23
H 7.65 0.32 1.98
H 6.07 -0.52 1.95
H 6.68 -1.24 -0.32
H 8.15 -0.41 -0.19
C -1.14 0.16 -1.58
C 0.40 0.09 -1.49
O 0.62 -0.23 -0.07
S -0.68 -0.94 0.60
O -1.24 -0.28 1.76
O -0.29 -2.29 0.84
O -1.64 -0.93 -0.64
H -1.51 -0.19 -2.52
H -1.57 1.10 -1.23
H 0.68 1.11 -1.74
H 0.88 -0.67 -2.12
*
```

Summary:
Frontier orbital gap = 9.367 eV
E = -6490.43525 Ha

---

(3)
The following is a DFT calculation (ωB97M-V/def2-TZVPD) of a 14-piece molecular cluster, C23H77N11O14 overall.

```
! wB97M-V def2-TZVPD RIJCOSX def2/J DEFGRID3
* xyz 0 1
C 2.78 -1.47 13.02
O 2.15 -2.37 12.09
H 2.29 -0.51 13.14
H 2.79 -2.08 13.93
H 3.77 -1.14 12.70
H 2.77 -2.93 11.62
C 4.03 1.81 13.69
O 3.22 2.27 14.75
H 4.31 0.75 13.73
H 3.65 1.97 12.68
H 5.00 2.28 13.78
H 2.35 1.88 14.64
C 3.26 1.01 21.82
O 3.77 -0.31 21.60
H 4.07 1.74 21.81
H 2.42 1.26 21.18
H 2.98 0.96 22.87
H 4.30 -0.22 20.81
C 1.00 2.77 18.06
O -0.35 2.37 18.17
H 1.27 3.34 18.96
H 1.70 1.94 17.95
H 1.11 3.51 17.26
H -0.81 3.05 18.66
C -1.70 -4.56 16.04
O -0.47 -4.39 15.54
H -1.93 -3.94 16.91
H -2.51 -4.50 15.31
H -1.72 -5.59 16.40
H -0.10 -3.66 16.05
C 5.31 -5.21 13.77
O 4.44 -4.44 13.00
H 5.76 -5.93 13.10
H 6.00 -4.56 14.31
H 4.78 -5.72 14.58
H 3.63 -4.30 13.49
C -0.49 -0.61 20.00
O 0.36 -0.23 18.88
H -1.55 -0.36 19.97
H -0.44 -1.70 19.95
H 0.09 -0.44 20.91
H 0.32 0.73 18.98
C 6.06 -7.86 16.19
O 6.03 -6.83 16.86
N 5.20 -8.84 16.39
N 6.84 -8.17 15.13
H 5.33 -9.67 15.83
H 4.50 -8.81 17.11
H 6.67 -9.02 14.63
H 7.60 -7.55 14.89
C 7.98 -6.03 19.87
O 8.64 -5.44 20.69
N 7.74 -7.36 19.89
N 7.40 -5.37 18.88
H 8.26 -7.77 20.65
H 7.06 -7.79 19.29
H 7.49 -4.37 18.93
H 6.92 -5.87 18.14
C -0.41 0.60 14.72
O 0.59 1.15 14.30
N -1.10 -0.18 13.92
N -0.94 0.66 15.93
H -1.90 -0.66 14.31
H -0.83 -0.34 12.96
H -1.66 0.04 16.28
H -0.49 1.26 16.60
C 6.67 -0.21 18.34
O 5.98 0.06 19.34
N 6.36 -1.15 17.46
N 7.77 0.45 17.91
H 7.22 -1.43 17.03
H 5.53 -1.68 17.73
H 8.15 1.16 18.52
H 8.29 0.34 17.05
C 5.44 -6.61 25.07
C 4.57 -7.00 23.83
C 4.20 -5.60 23.25
O 3.69 -5.75 21.93
C 2.89 -4.69 21.39
N 5.51 -7.63 22.90
H 6.30 -6.08 24.66
H 5.56 -7.46 25.74
H 5.01 -5.81 25.68
H 3.73 -7.65 24.05
H 5.06 -4.94 23.15
H 3.48 -5.14 23.94
H 2.43 -4.06 22.15
H 2.13 -5.15 20.76
H 3.66 -4.11 20.87
H 6.42 -7.21 23.08
H 5.17 -7.24 22.03
C 4.30 -12.11 20.80
C 5.22 -11.10 20.06
C 4.85 -9.61 20.12
O 3.87 -9.35 19.15
C 3.61 -7.97 19.19
N 6.56 -11.33 20.67
H 4.76 -13.08 20.93
H 3.31 -12.21 20.35
H 4.01 -11.73 21.79
H 5.30 -11.56 19.08
H 5.72 -8.97 19.99
H 4.47 -9.39 21.12
H 2.81 -7.74 18.49
H 4.40 -7.32 18.79
H 3.38 -7.54 20.17
H 7.30 -10.91 20.14
H 6.50 -11.25 21.67
C 2.80 -0.53 16.65
C 2.38 -1.97 17.00
C 3.06 -2.44 18.26
O 4.36 -3.01 18.17
C 4.54 -4.17 17.41
N 0.95 -2.13 16.95
H 2.16 -0.10 15.88
H 3.82 -0.57 16.28
H 2.81 0.14 17.51
H 2.81 -2.56 16.18
H 2.44 -3.22 18.72
H 3.09 -1.59 18.94
H 4.04 -4.98 17.95
H 5.61 -4.29 17.57
H 4.31 -4.22 16.35
H 0.66 -1.79 17.86
H 0.70 -1.38 16.32
*
```

Summary:
Frontier orbital gap = 9.086 eV
E = -2578.07834 Ha

---

> Among the records above, which one has the lowest E?

C23H76N30O31S4